[1]
35
Properties=species:S:1:pos:R:3 method="wB97M-V/def2-TZVPD" e_lumo_ev="3.838 / 4.009" total_charge=-2 orbital_gap_ev="3.63 / 4.12" relative_energy_ev=1.665
Cl -2.590 0.118 2.135
C -0.711 0.695 -1.366
C 0.062 -0.077 5.176
H -1.961 -2.812 0.248
H -1.995 2.284 -0.851
H 1.631 2.120 -1.139
H 2.666 -1.429 -0.563
O 0.009 0.077 6.343
C 0.633 -1.147 -1.042
C 1.831 1.091 -1.484
H -0.384 2.779 -1.449
H -3.331 -1.140 -0.235
C -1.558 -0.427 -1.099
H 2.671 0.660 -0.916
C -1.198 -2.898 -0.532
Pb 0.027 0.597 1.939
H 2.134 1.135 -2.538
Cl 0.125 3.079 1.527
H -3.524 -0.596 -1.937
H 1.591 -2.792 -0.132
H -3.325 0.582 -0.601
O 2.880 4.153 0.961
H 2.405 -0.740 2.323
C 0.640 0.247 -1.328
H 3.828 4.172 1.242
C -1.205 2.060 -1.576
C 1.798 -2.020 -0.880
H -1.631 -3.418 -1.388
H 2.047 -2.512 -1.823
H -0.366 -3.503 -0.151
C -0.720 -1.569 -0.892
O 2.018 -0.261 1.582
H -1.616 2.184 -2.586
N 0.122 -0.289 4.006
C -3.006 -0.400 -0.977

***

[2]
15
Properties=species:S:1:pos:R:3 method="wB97M-V/def2-TZVPD" smiles="O[C@H]1CC2=C1C2.O" e_lumo_ev=0.095 total_charge=0 orbital_gap_ev=9.30 relative_energy_ev=5.429
C -0.674 -1.222 -0.425
H 0.063 0.117 2.936
H -0.703 1.225 2.280
C 0.065 0.763 -0.293
H -1.689 0.396 -1.611
H 0.231 0.587 -2.955
O -0.315 0.982 3.129
O 0.057 -0.268 -2.538
C -0.703 -0.029 -1.389
H -0.062 -2.051 -0.791
H 1.714 1.037 1.130
H -1.628 -1.594 -0.046
H 2.182 -0.046 -0.283
C 1.382 0.402 0.314
C 0.080 -0.300 0.540

***

Please write out number 1 again, unchanged.
35
Properties=species:S:1:pos:R:3 method="wB97M-V/def2-TZVPD" e_lumo_ev="3.838 / 4.009" total_charge=-2 orbital_gap_ev="3.63 / 4.12" relative_energy_ev=1.665
Cl -2.590 0.118 2.135
C -0.711 0.695 -1.366
C 0.062 -0.077 5.176
H -1.961 -2.812 0.248
H -1.995 2.284 -0.851
H 1.631 2.120 -1.139
H 2.666 -1.429 -0.563
O 0.009 0.077 6.343
C 0.633 -1.147 -1.042
C 1.831 1.091 -1.484
H -0.384 2.779 -1.449
H -3.331 -1.140 -0.235
C -1.558 -0.427 -1.099
H 2.671 0.660 -0.916
C -1.198 -2.898 -0.532
Pb 0.027 0.597 1.939
H 2.134 1.135 -2.538
Cl 0.125 3.079 1.527
H -3.524 -0.596 -1.937
H 1.591 -2.792 -0.132
H -3.325 0.582 -0.601
O 2.880 4.153 0.961
H 2.405 -0.740 2.323
C 0.640 0.247 -1.328
H 3.828 4.172 1.242
C -1.205 2.060 -1.576
C 1.798 -2.020 -0.880
H -1.631 -3.418 -1.388
H 2.047 -2.512 -1.823
H -0.366 -3.503 -0.151
C -0.720 -1.569 -0.892
O 2.018 -0.261 1.582
H -1.616 2.184 -2.586
N 0.122 -0.289 4.006
C -3.006 -0.400 -0.977

***

Please write out number 1 again, unchanged.
35
Properties=species:S:1:pos:R:3 method="wB97M-V/def2-TZVPD" e_lumo_ev="3.838 / 4.009" total_charge=-2 orbital_gap_ev="3.63 / 4.12" relative_energy_ev=1.665
Cl -2.590 0.118 2.135
C -0.711 0.695 -1.366
C 0.062 -0.077 5.176
H -1.961 -2.812 0.248
H -1.995 2.284 -0.851
H 1.631 2.120 -1.139
H 2.666 -1.429 -0.563
O 0.009 0.077 6.343
C 0.633 -1.147 -1.042
C 1.831 1.091 -1.484
H -0.384 2.779 -1.449
H -3.331 -1.140 -0.235
C -1.558 -0.427 -1.099
H 2.671 0.660 -0.916
C -1.198 -2.898 -0.532
Pb 0.027 0.597 1.939
H 2.134 1.135 -2.538
Cl 0.125 3.079 1.527
H -3.524 -0.596 -1.937
H 1.591 -2.792 -0.132
H -3.325 0.582 -0.601
O 2.880 4.153 0.961
H 2.405 -0.740 2.323
C 0.640 0.247 -1.328
H 3.828 4.172 1.242
C -1.205 2.060 -1.576
C 1.798 -2.020 -0.880
H -1.631 -3.418 -1.388
H 2.047 -2.512 -1.823
H -0.366 -3.503 -0.151
C -0.720 -1.569 -0.892
O 2.018 -0.261 1.582
H -1.616 2.184 -2.586
N 0.122 -0.289 4.006
C -3.006 -0.400 -0.977